The following is a DFT calculation (wB97M-V/def2-TZVPD) of an isolated molecule of C3H3IS in a non-equilibrium geometry.

Output
Gap between HOMO and LUMO in eV: 7.71
LUMO level in eV: -0.28
HOMO in hartree: -0.294
ΔE to the lowest compared entry with this formula, charge and spin in eV: 0.519
SMILES string: ICC1=CS1
DFT total energy in Eh: -811.8819

Atoms and positions in Å:
S: -0.22 -2.25 -0.58
H: 1.21 0.36 1.52
H: -2.20 -0.44 -1.00
H: 1.67 0.61 -0.33
C: -1.30 -0.73 -0.61
C: -0.12 -0.48 -0.09
C: 0.89 0.42 0.40
I: 0.07 2.49 0.69